[1]
The following is a quantum chemistry calculation of C4H5NO in the gas phase, from OMol25.

Geometry (Å):
C: -1.06728 -0.71537 1.48764
C: -0.46071 -0.08237 0.24399
N: 0.90427 -0.17053 0.20673
C: 1.32073 0.32602 -0.94053
C: 0.67840 0.77339 -2.02897
O: -1.10322 0.45273 -0.68500
H: -2.15528 -0.64815 1.54205
H: -0.62415 -0.24072 2.37288
H: -0.76170 -1.76726 1.52858
H: 2.37872 0.32330 -1.24342
H: 0.89021 1.74896 -2.48397

Kohn-Sham gap: 8.6700 eV
LUMO: -0.70 eV
HOMO level: -9.4 eV

[2]
The following is a quantum chemistry calculation of 5 unconnected molecules or ions with the total composition C4H20NO5, from OMol25.

Geometry (Å):
C: 0.76997 0.47684 -1.94474
O: 2.08600 0.14344 -1.56263
C: 0.04846 0.98690 -0.70483
C: -1.24127 1.71239 -1.05271
C: -1.89966 2.37618 0.18164
N: -0.21820 -0.15233 0.25503
H: 0.70098 1.20532 -2.80937
H: 0.28081 -0.47545 -2.30691
H: 2.79170 0.78868 -1.86244
H: 0.81371 1.71620 -0.10607
H: -1.04801 2.46245 -1.74908
H: -1.97520 1.04596 -1.51304
H: -2.79078 3.00046 -0.12647
H: -2.24559 1.64533 0.88655
H: -1.19967 3.07809 0.70547
H: -1.06917 -0.63956 -0.02562
H: -0.35777 0.20651 1.24218
H: 0.55933 -0.81853 0.18547
H: 0.91026 -0.50176 2.87139
H: 0.85495 0.87504 3.41300
O: 0.38044 0.30322 2.85390
H: 2.48997 -1.54437 -0.94688
H: 2.75067 -3.01631 -0.80987
O: 2.27501 -2.29731 -0.43570
H: -3.12096 -1.83176 -0.99634
H: -2.93726 -2.22596 0.49895
O: -2.65929 -1.58955 -0.16994
H: 1.62166 -2.75373 2.63989
H: 1.96167 -2.15822 1.28567
O: 1.46725 -2.01819 2.10348

net charge: +1
Kohn-Sham gap: 12.0709 eV
LUMO: -2.48 eV
HOMO level: -14.5 eV